# 1
The following is a quantum chemistry calculation of C5H10O2 as an isolated structure, from the Open Molecules 2025 dataset.

Computed properties:
**Gap between HOMO and LUMO (spin up / spin down)**: 0.2976 / 0.2879 Ha
**Energy above the lowest of the compared OMol25 structures with the same formula, charge and spin**: 7.350 eV

XYZ file:
```
17
C5H10O2 the ωB97M-V functional and the def2-TZVPD basis
O 2.228 0.878 0.237
C 1.906 -0.403 -0.269
O -2.710 0.547 0.107
H 2.159 -0.458 -1.346
H 2.482 -1.195 0.235
H -1.712 -0.862 1.285
H 3.152 1.056 0.026
C 0.440 -0.660 -0.101
H 0.345 -0.235 1.732
H -0.254 0.199 2.098
H -0.108 1.376 -0.181
C -1.594 0.145 0.855
C -1.883 0.360 -1.035
C -0.533 0.371 -0.204
H -2.071 -0.607 -1.509
H 0.123 -1.697 -0.182
H -1.972 1.184 -1.748
```


# 2
The following is a quantum chemistry calculation of one molecule with the formula C5H10O2, from the Open Molecules 2025 dataset.

Computed properties:
**Gap between HOMO and LUMO**: 0.3448 Ha
**Energy above the lowest of the compared OMol25 structures with the same formula, charge and spin**: 4.001 eV

XYZ file:
```
17
C5H10O2 the ωB97M-V functional and the def2-TZVPD basis
H -2.993 0.189 -1.927
C 1.317 0.278 0.690
H 1.617 -2.338 0.637
O 1.424 -2.018 1.527
H -1.858 -1.193 -1.916
C 0.360 1.447 0.368
H -0.398 1.546 1.159
H 1.759 -0.084 -0.251
H 0.928 2.379 0.297
C -1.941 -0.104 -1.957
H 0.337 -0.575 2.411
H -1.438 0.293 -2.842
O -1.310 0.427 -0.784
C -0.219 1.124 -0.989
H -0.337 -1.115 0.871
H 2.149 0.620 1.312
C 0.603 -0.875 1.392
```


# 3
The following is a quantum chemistry calculation of one molecule with the formula C5H10O2, from the Open Molecules 2025 dataset.

Computed properties:
**Gap between HOMO and LUMO**: 0.4010 Ha
**SMILES**: C[C@@]1(CCO)CO1
**Energy above the lowest of the compared OMol25 structures with the same formula, charge and spin**: 2.424 eV

XYZ file:
```
17
C5H10O2 the ωB97M-V functional and the def2-TZVPD basis
H 2.594 -0.136 0.632
C 1.856 -0.889 0.339
H 1.596 -1.469 1.233
O -2.310 0.260 -0.334
H -1.949 0.580 1.668
H -0.646 0.344 -1.891
H 0.302 0.687 1.709
H -1.863 1.976 0.587
C -0.043 0.801 0.674
O -0.278 -1.341 -0.703
C 0.173 -0.317 -1.599
H 2.304 -1.578 -0.383
H 0.861 -0.623 -2.383
C -1.594 0.921 0.686
H 0.409 1.736 0.315
H -1.977 -0.654 -0.363
C 0.567 -0.299 -0.187
```


# 4
The following is a quantum chemistry calculation of a 2-piece molecular cluster, C5H10O2 overall, from the Open Molecules 2025 dataset.

Computed properties:
**Gap between HOMO and LUMO (spin up / spin down)**: 0.2257 / 0.3268 Ha
**Energy above the lowest of the compared OMol25 structures with the same formula, charge and spin**: 6.832 eV

XYZ file:
```
17
C5H10O2 the ωB97M-V functional and the def2-TZVPD basis
H 3.054 -0.585 0.337
H -2.875 0.393 -0.433
H 2.761 1.100 0.854
H -2.167 -1.230 -0.620
C -2.237 -0.361 0.035
C 2.289 0.199 0.444
O 1.245 -0.280 1.331
H 0.208 -0.312 -2.188
H 0.206 -1.615 0.013
H 0.000 1.376 1.487
C 0.340 -0.552 0.249
H -0.543 -0.367 -2.365
H 0.944 1.255 -0.961
C -0.898 0.154 0.435
H -2.732 -0.679 0.966
O -0.915 1.255 1.149
C 1.319 0.248 -0.733
```


# 5
The following is a quantum chemistry calculation of a 2-piece molecular cluster, C5H10O2 overall, from the Open Molecules 2025 dataset.

Computed properties:
**Gap between HOMO and LUMO**: 0.3512 Ha
**SMILES**: C=C(C)O.CC=O
**Energy above the lowest of the compared OMol25 structures with the same formula, charge and spin**: 1.792 eV

XYZ file:
```
17
C5H10O2 the ωB97M-V functional and the def2-TZVPD basis
H -0.137 -1.295 1.063
H 1.776 0.375 -1.702
H -1.516 -1.043 -0.998
H -2.021 1.457 2.150
H 1.476 -2.049 -1.872
H -1.901 2.319 0.594
O -0.491 -0.502 1.501
C 2.087 -0.195 -0.821
H -2.089 0.709 -1.199
O 1.053 -2.194 0.071
C -1.394 1.628 1.269
H 1.816 0.334 0.095
H 3.179 -0.297 -0.869
C -1.150 0.297 0.628
C 1.489 -1.571 -0.874
C -1.579 -0.036 -0.596
H -0.455 2.069 1.622
```


# 6
The following is a quantum chemistry calculation of C5H10O2 as an isolated structure, from the Open Molecules 2025 dataset.

Computed properties:
**Gap between HOMO and LUMO**: 0.3277 Ha
**Energy above the lowest of the compared OMol25 structures with the same formula, charge and spin**: 6.663 eV

XYZ file:
```
17
C5H10O2 the ωB97M-V functional and the def2-TZVPD basis
H 0.400 1.319 -0.422
H 1.137 1.336 -0.025
H 0.291 -1.805 -0.949
H -1.717 0.852 -1.709
C -1.784 0.268 -0.786
C 0.356 -1.154 -0.078
H -2.400 -0.627 -0.965
C 2.150 -0.440 -0.224
C -0.527 -0.087 -0.022
H 0.537 -1.660 0.867
H -0.605 1.479 1.561
H 2.601 -1.392 0.078
O 2.301 0.567 0.533
O -2.268 1.027 0.331
H -1.455 -0.043 1.972
H 2.140 -0.266 -1.317
C -1.158 0.626 1.154
```


# 7
The following is a quantum chemistry calculation of a 2-piece molecular cluster, C5H10O2 overall, from the Open Molecules 2025 dataset.

Computed properties:
**Gap between HOMO and LUMO**: 0.3529 Ha
**SMILES**: C=COC.C=CO
**Energy above the lowest of the compared OMol25 structures with the same formula, charge and spin**: 3.009 eV

XYZ file:
```
17
C5H10O2 the ωB97M-V functional and the def2-TZVPD basis
H 2.605 0.601 0.779
H 0.722 -2.243 -0.362
H -1.725 2.095 -0.722
H 0.974 1.302 0.571
O -0.989 0.816 -2.119
H 2.187 1.479 -0.725
H -0.763 -0.125 -2.185
C -2.085 0.112 -0.091
C -1.619 1.031 -0.934
H -1.963 -0.953 -0.251
H -2.559 0.412 0.841
H 0.038 -2.085 1.968
C 0.516 -1.237 1.492
O 1.401 -0.376 -0.586
H 0.594 -0.319 2.063
C 0.857 -1.326 0.208
C 1.810 0.817 0.054
```


# 8
The following is a quantum chemistry calculation of C5H10O2 as an isolated structure, from the Open Molecules 2025 dataset.

Computed properties:
**Gap between HOMO and LUMO**: 0.3307 Ha
**Energy above the lowest of the compared OMol25 structures with the same formula, charge and spin**: 4.283 eV

XYZ file:
```
17
C5H10O2 the ωB97M-V functional and the def2-TZVPD basis
H 2.360 1.720 1.029
H -2.560 -1.479 0.521
C 1.360 1.365 1.284
C -2.047 -1.634 -0.437
C -0.317 -0.169 0.314
O -0.674 -1.256 -0.370
H -1.324 0.944 -1.031
H -2.054 -2.699 -0.683
H 1.422 0.824 2.232
C 1.805 0.071 -0.886
C 0.904 0.412 0.216
H -1.074 0.251 0.989
H 1.353 -0.525 -1.707
O 2.969 0.423 -0.953
H -2.555 -1.072 -1.226
H -0.585 1.096 -0.856
H 0.711 2.238 1.436
```